# 1
{
  "formula": "C22H24ClN5O3S",
  "method": "wB97M-V/def2-TZVPD",
  "elements": ["C", "H", "H", "H", "C", "N", "S", "O", "O", "C", "C", "C", "C", "C", "C", "H", "H", "H", "C", "O", "N", "N", "C", "C", "C", "N", "N", "C", "C", "H", "H", "H", "C", "C", "C", "C", "C", "C", "H", "H", "H", "H", "H", "Cl", "H", "H", "H", "C", "C", "H", "H", "H", "H", "H", "H", "H"],
  "coordinates": [[3.14, -3.07, -3.63], [3.59, -2.17, -4.06], [2.06, -2.99, -3.73], [3.49, -3.93, -4.19], [3.53, -3.20, -2.16], [3.08, -2.07, -1.39], [1.89, -2.40, -0.27], [2.13, -3.65, 0.40], [1.70, -1.22, 0.53], [0.49, -2.59, -1.37], [0.00, -1.47, -1.99], [-1.04, -1.60, -2.91], [-1.55, -2.86, -3.19], [-1.06, -3.98, -2.54], [-0.03, -3.85, -1.62], [0.38, -4.70, -1.09], [-1.47, -4.96, -2.76], [-2.33, -2.95, -3.93], [-1.57, -0.43, -3.66], [-1.80, -0.45, -4.85], [-1.79, 0.70, -2.93], [-1.71, 0.77, -1.59], [-1.99, 1.86, -1.01], [-1.95, 2.00, 0.41], [-2.21, 3.16, 1.13], [-2.13, 2.87, 2.45], [-1.84, 1.56, 2.61], [-1.71, 1.02, 1.43], [-1.37, -0.41, 1.24], [-0.31, -0.51, 1.05], [-1.91, -0.81, 0.38], [-1.62, -0.96, 2.14], [-2.32, 3.68, 3.58], [-2.87, 3.09, 4.71], [-3.06, 3.85, 5.85], [-2.72, 5.20, 5.86], [-2.15, 5.77, 4.73], [-1.94, 5.02, 3.59], [-1.48, 5.46, 2.73], [-1.86, 6.81, 4.74], [-2.88, 5.79, 6.75], [-3.49, 3.40, 6.73], [-3.12, 2.05, 4.69], [-2.68, 4.69, 0.52], [-2.28, 2.76, -1.57], [-2.14, 1.52, -3.46], [0.43, -0.51, -1.76], [4.03, -1.02, -1.06], [5.01, -1.41, 0.04], [5.67, -0.58, 0.26], [4.45, -1.68, 0.93], [5.61, -2.27, -0.27], [3.43, -0.17, -0.73], [4.55, -0.74, -1.98], [4.62, -3.31, -2.07], [3.08, -4.10, -1.73]],
  "nbo_charge": [-0.61, 0.20, 0.21, 0.21, -0.23, -0.70, 2.33, -0.94, -0.95, -0.34, -0.16, -0.07, -0.16, -0.22, -0.17, 0.24, 0.22, 0.23, 0.64, -0.59, -0.43, -0.24, 0.04, -0.18, 0.14, -0.21, -0.27, 0.21, -0.67, 0.26, 0.23, 0.23, 0.21, -0.23, -0.20, -0.21, -0.20, -0.25, 0.23, 0.22, 0.22, 0.22, 0.24, 0.05, 0.17, 0.38, 0.25, -0.21, -0.63, 0.21, 0.22, 0.20, 0.23, 0.20, 0.20, 0.22],
  "energy_ha": -2210.5900,
  "multiplicity": 1,
  "homo_ha": -0.306,
  "smiles": "CCN(CC)S(=O)(=O)c1cccc(C(=O)N/N=C/c2c(C)nn(-c3ccccc3)c2Cl)c1",
  "gap_ev": 8.62,
  "e_above_lowest_kcal_mol": 57.9
}

=====

# 2
{
  "formula": "C5H12N2O",
  "method": "wB97M-V/def2-TZVPD",
  "elements": ["O", "C", "N", "C", "C", "C", "N", "C", "H", "H", "H", "H", "H", "H", "H", "H", "H", "H", "H", "H"],
  "coordinates": [[1.19, 1.67, 2.21], [0.40, 0.78, 1.90], [0.32, 0.53, 0.55], [-0.42, -0.64, -0.07], [-1.09, -0.09, -1.34], [0.03, -0.21, -2.50], [-0.02, -1.56, -3.14], [-0.31, -0.02, 2.94], [0.83, 1.20, -0.02], [-1.13, -1.08, 0.61], [0.36, -1.43, -0.20], [-2.01, -0.68, -1.67], [-1.56, 0.87, -1.27], [-0.02, 0.55, -3.25], [1.01, 0.10, -2.18], [0.10, -1.54, -4.10], [0.50, -2.32, -2.78], [-0.66, 0.65, 3.77], [0.54, -0.62, 3.33], [-1.23, -0.66, 2.72]],
  "nbo_charge": [-0.64, 0.66, -0.63, -0.22, -0.43, -0.23, -0.86, -0.73, 0.41, 0.21, 0.19, 0.22, 0.22, 0.20, 0.17, 0.36, 0.36, 0.25, 0.25, 0.22],
  "energy_ha": -382.4317,
  "multiplicity": 1,
  "homo_ha": -0.339,
  "smiles": "CC(=O)NCCCN",
  "gap_ev": 10.15,
  "e_above_lowest_kcal_mol": 44.5
}

=====

# 3
{
  "formula": "C34H39GaN2O4",
  "method": "wB97M-V/def2-TZVPD",
  "elements": ["O", "C", "C", "H", "H", "C", "H", "H", "C", "H", "H", "H", "C", "H", "H", "H", "Ga", "C", "C", "C", "H", "C", "C", "H", "H", "H", "H", "C", "C", "C", "H", "C", "C", "H", "H", "H", "H", "O", "C", "C", "H", "H", "C", "H", "H", "C", "H", "H", "H", "H", "O", "C", "N", "C", "C", "O", "N", "C", "C", "C", "C", "C", "C", "C", "C", "C", "C", "C", "C", "H", "H", "H", "H", "H", "H", "H", "H", "H", "H", "H"],
  "coordinates": [[-0.03, -0.42, -7.06], [-0.14, 0.89, -7.69], [-0.31, 0.31, -9.10], [0.78, 1.48, -7.57], [-1.01, 1.43, -7.31], [-0.15, -1.06, -8.37], [0.49, 0.55, -9.80], [-1.30, 0.47, -9.53], [1.13, -1.78, -8.75], [1.98, -1.10, -8.72], [1.05, -2.18, -9.77], [1.29, -2.63, -8.07], [-1.37, -1.95, -8.47], [-2.28, -1.42, -8.19], [-1.25, -2.83, -7.83], [-1.48, -2.31, -9.50], [-0.05, -0.39, 0.46], [-2.83, -1.29, 1.82], [-2.43, 0.05, 1.96], [-2.26, 0.61, 0.64], [-2.40, 0.62, 2.89], [-2.69, -0.40, -0.30], [-3.00, -1.57, 0.44], [-3.38, -2.50, 0.01], [-3.07, -1.96, 2.65], [-2.10, 1.67, 0.42], [-2.86, -0.23, -1.36], [0.84, -2.94, 2.05], [0.01, -3.56, 1.07], [0.33, -3.04, -0.20], [-0.69, -4.37, 1.29], [1.39, -2.05, -0.03], [1.74, -2.08, 1.39], [2.62, -1.59, 1.82], [0.83, -3.16, 3.11], [-0.07, -3.36, -1.16], [2.05, -1.70, -0.82], [-0.06, 0.12, -1.82], [-0.32, -0.80, -2.92], [-0.61, 0.07, -4.12], [-1.15, -1.47, -2.66], [0.59, -1.39, -3.07], [0.17, 1.36, -3.84], [-1.68, 0.31, -4.17], [-0.32, -0.39, -5.07], [0.14, 1.47, -2.33], [-0.25, 2.23, -4.36], [1.20, 1.22, -4.19], [-0.73, 2.07, -2.00], [1.05, 1.88, -1.88], [1.50, 2.30, 1.08], [1.13, 1.74, 2.11], [1.21, 2.20, 3.42], [0.76, 1.25, 4.40], [0.24, 0.13, 3.48], [-0.33, -0.90, 3.84], [0.51, 0.49, 2.18], [1.92, 0.82, 5.31], [2.47, -0.45, 5.23], [3.56, -0.80, 6.03], [4.09, 0.11, 6.95], [3.51, 1.38, 7.08], [2.43, 1.74, 6.26], [-0.41, 1.77, 5.23], [-0.65, 1.20, 6.48], [-1.77, 1.59, 7.22], [-2.65, 2.53, 6.70], [-2.41, 3.10, 5.44], [-1.29, 2.70, 4.69], [1.57, 3.13, 3.61], [2.01, -1.18, 4.55], [3.99, -1.80, 5.92], [4.95, -0.16, 7.56], [3.90, 2.10, 7.80], [1.97, 2.72, 6.36], [0.05, 0.44, 6.86], [-1.92, 1.14, 8.20], [-3.53, 2.83, 7.28], [-3.08, 3.86, 5.03], [-1.10, 3.13, 3.70]],
  "lowdin_charge": [-0.13, -0.16, -0.07, 0.12, 0.12, -0.57, 0.11, 0.11, -0.03, 0.09, 0.09, 0.09, -0.02, 0.09, 0.09, 0.09, 0.97, -0.13, -0.17, -0.20, 0.10, -0.18, -0.15, 0.09, 0.10, 0.10, 0.09, -0.13, -0.11, -0.14, 0.10, -0.22, -0.17, 0.11, 0.10, 0.10, 0.11, -0.26, -0.17, -0.15, 0.12, 0.13, -0.15, 0.12, 0.09, -0.15, 0.12, 0.12, 0.13, 0.13, 0.05, -0.51, 0.15, -0.28, -0.41, 0.07, 0.10, -0.15, -0.01, -0.07, -0.09, -0.08, -0.04, -0.16, -0.02, -0.07, -0.09, -0.07, -0.03, 0.17, 0.11, 0.11, 0.10, 0.10, 0.12, 0.13, 0.10, 0.10, 0.10, 0.12],
  "energy_ha": -3654.1585,
  "multiplicity": 1,
  "homo_ha": -0.266,
  "gap_ev": 6.97,
  "e_above_lowest_kcal_mol": 21.8
}

=====

# 4
{
  "formula": "C25H20BrN2OPt",
  "method": "wB97M-V/def2-TZVPD",
  "elements": ["Pt", "O", "C", "C", "C", "N", "C", "Br", "C", "H", "H", "H", "H", "C", "C", "C", "C", "C", "C", "C", "C", "C", "C", "C", "C", "C", "C", "H", "H", "H", "H", "H", "H", "H", "H", "H", "H", "H", "N", "C", "C", "C", "C", "C", "C", "H", "H", "H", "H", "H"],
  "coordinates": [[1.72, -0.19, 0.95], [1.53, -3.96, 4.73], [1.40, -3.68, 3.39], [1.18, -4.67, 2.44], [1.07, -4.26, 1.12], [1.16, -2.99, 0.72], [1.38, -2.06, 1.64], [3.85, 0.04, 2.30], [1.51, -2.36, 3.00], [1.52, -4.92, 4.84], [1.10, -5.71, 2.72], [0.90, -4.99, 0.34], [1.69, -1.59, 3.73], [-4.61, 2.85, -0.51], [-4.04, 1.88, -1.32], [-2.85, 1.27, -0.96], [-2.19, 1.61, 0.23], [-2.77, 2.60, 1.02], [-3.97, 3.22, 0.67], [-0.89, 1.06, 0.68], [-0.20, -0.02, 0.28], [-0.75, -1.06, -0.61], [-1.87, -1.80, -0.23], [-2.37, -2.81, -1.05], [-1.75, -3.09, -2.26], [-0.62, -2.37, -2.64], [-0.11, -1.38, -1.81], [-5.54, 3.33, -0.79], [-4.52, 1.59, -2.24], [-2.42, 0.53, -1.62], [-2.27, 2.90, 1.93], [-4.39, 3.98, 1.31], [-0.42, 1.69, 1.44], [-2.34, -1.58, 0.72], [-3.24, -3.37, -0.74], [-2.14, -3.87, -2.91], [-0.12, -2.60, -3.57], [0.80, -0.85, -2.07], [2.46, 0.47, -0.77], [2.69, 1.79, -0.95], [3.32, 2.18, -2.16], [3.59, 3.51, -2.44], [3.23, 4.51, -1.53], [2.61, 4.15, -0.33], [2.35, 2.83, -0.04], [3.58, 1.40, -2.85], [4.07, 3.78, -3.37], [3.44, 5.54, -1.75], [2.34, 4.92, 0.38], [1.89, 2.55, 0.91]],
  "lowdin_spin": [0.56, 0.00, 0.01, 0.00, 0.00, 0.02, 0.13, 0.05, 0.05, 0.00, 0.00, 0.00, 0.00, 0.00, 0.00, 0.00, 0.00, 0.00, 0.00, 0.02, 0.01, 0.00, 0.00, 0.00, 0.00, 0.00, 0.00, 0.00, 0.00, 0.00, 0.00, 0.00, 0.00, 0.00, 0.00, 0.00, 0.00, 0.00, 0.68, 0.06, 0.13, -0.01, 0.14, -0.01, 0.13, 0.00, 0.00, 0.01, 0.00, 0.01],
  "energy_ha": -3842.7471,
  "multiplicity": 3,
  "homo_ha": [-0.161, -0.176],
  "s_squared": 2.0497,
  "gap_ev": [7.06, 7.06],
  "charge": -1
}

=====

# 5
{
  "formula": "C40H94BN6O21",
  "method": "wB97M-V/def2-TZVPD",
  "elements": ["O", "C", "O", "B", "O", "C", "O", "O", "C", "O", "C", "O", "O", "C", "O", "H", "H", "H", "H", "C", "O", "H", "H", "H", "H", "C", "O", "C", "C", "N", "C", "C", "O", "C", "H", "H", "H", "H", "H", "H", "H", "H", "H", "H", "H", "H", "H", "H", "H", "C", "O", "C", "C", "N", "C", "C", "O", "C", "H", "H", "H", "H", "H", "H", "H", "H", "H", "H", "H", "H", "H", "H", "H", "C", "O", "C", "C", "N", "C", "C", "O", "C", "H", "H", "H", "H", "H", "H", "H", "H", "H", "H", "H", "H", "H", "H", "H", "C", "O", "C", "C", "N", "C", "C", "O", "C", "H", "H", "H", "H", "H", "H", "H", "H", "H", "H", "H", "H", "H", "H", "H", "C", "O", "C", "C", "N", "C", "C", "O", "C", "H", "H", "H", "H", "H", "H", "H", "H", "H", "H", "H", "H", "H", "H", "H", "C", "C", "C", "O", "C", "N", "H", "H", "H", "H", "H", "H", "H", "H", "H", "H", "H"],
  "coordinates": [[-0.32, -2.63, -3.94], [-0.61, -2.08, -2.92], [-0.19, -0.89, -2.52], [-1.03, -0.46, -1.36], [-1.71, -1.69, -0.90], [-1.54, -2.64, -1.82], [-2.01, -3.73, -1.85], [-1.96, 0.60, -1.82], [-1.64, 1.75, -1.23], [-2.12, 2.82, -1.44], [-0.50, 1.46, -0.24], [-0.16, 0.18, -0.36], [0.08, 2.25, 0.45], [2.24, -0.90, -5.64], [1.81, -2.20, -6.01], [1.39, -0.27, -5.35], [2.94, -0.94, -4.80], [2.78, -0.47, -6.48], [1.29, -2.53, -5.27], [-0.10, -6.57, -2.48], [0.09, -7.88, -2.98], [0.84, -6.01, -2.37], [-0.69, -6.03, -3.22], [-0.63, -6.40, -1.53], [0.33, -8.43, -2.23], [5.17, -7.96, -7.33], [3.94, -7.30, -7.28], [4.03, -6.05, -6.64], [2.79, -5.72, -5.83], [1.59, -5.66, -6.67], [0.41, -5.40, -5.82], [-0.87, -5.24, -6.61], [-1.13, -6.44, -7.31], [-2.42, -6.46, -7.87], [5.12, -8.79, -8.03], [5.47, -8.36, -6.35], [5.95, -7.29, -7.72], [4.25, -5.26, -7.37], [4.86, -6.08, -5.92], [3.01, -4.73, -5.38], [2.64, -6.45, -5.03], [1.75, -4.79, -7.18], [0.56, -4.49, -5.24], [0.32, -6.26, -5.16], [-0.78, -4.45, -7.37], [-1.67, -5.00, -5.89], [-2.46, -7.35, -8.50], [-2.60, -5.58, -8.50], [-3.18, -6.50, -7.08], [-5.67, 4.84, -0.79], [-4.95, 5.86, -0.12], [-3.59, 5.56, 0.01], [-3.25, 4.74, 1.24], [-3.24, 5.60, 2.42], [-3.30, 4.83, 3.67], [-1.98, 4.10, 3.89], [-1.53, 4.03, 5.22], [-2.49, 3.51, 6.11], [-5.46, 3.86, -0.37], [-5.41, 4.84, -1.86], [-6.72, 5.10, -0.73], [-3.06, 6.51, 0.17], [-3.05, 5.17, -0.86], [-2.26, 4.30, 1.05], [-3.96, 3.91, 1.35], [-4.10, 6.13, 2.32], [-4.14, 4.12, 3.59], [-3.54, 5.52, 4.48], [-1.17, 4.42, 3.23], [-2.14, 3.05, 3.55], [-1.98, 3.41, 7.07], [-2.83, 2.52, 5.78], [-3.35, 4.16, 6.26], [-4.02, -3.61, 0.71], [-4.79, -4.31, 1.66], [-4.54, -3.87, 2.97], [-4.91, -2.40, 3.15], [-6.22, -2.14, 2.62], [-6.64, -0.78, 2.84], [-5.70, 0.26, 2.22], [-5.37, -0.23, 0.94], [-4.33, 0.51, 0.30], [-2.94, -3.72, 0.90], [-4.25, -2.54, 0.66], [-4.21, -4.05, -0.27], [-3.49, -4.01, 3.25], [-5.18, -4.49, 3.61], [-4.14, -1.80, 2.65], [-4.84, -2.14, 4.21], [-6.24, -2.29, 1.62], [-6.73, -0.55, 3.91], [-7.66, -0.61, 2.48], [-4.85, 0.43, 2.88], [-6.27, 1.18, 2.08], [-4.11, -0.01, -0.63], [-3.44, 0.55, 0.94], [-4.66, 1.52, 0.07], [3.49, -2.35, 6.67], [3.06, -1.42, 5.72], [4.12, -0.94, 4.93], [3.53, -0.11, 3.80], [4.59, 0.49, 3.02], [4.14, 1.54, 2.09], [3.29, 0.98, 0.98], [4.09, 0.29, 0.05], [3.34, -0.08, -1.09], [4.01, -3.20, 6.20], [2.62, -2.72, 7.20], [4.17, -1.89, 7.40], [4.68, -1.78, 4.49], [4.81, -0.31, 5.51], [2.91, 0.65, 4.31], [2.90, -0.77, 3.21], [5.34, 0.82, 3.60], [5.04, 1.94, 1.62], [3.62, 2.32, 2.64], [2.73, 1.80, 0.50], [2.58, 0.25, 1.40], [2.50, -0.73, -0.81], [4.00, -0.62, -1.77], [2.91, 0.78, -1.61], [5.24, 11.73, -0.83], [4.98, 10.54, -1.54], [4.58, 9.49, -0.67], [4.36, 8.25, -1.48], [3.80, 7.21, -0.58], [3.46, 6.00, -1.33], [2.38, 5.23, -0.61], [1.24, 6.08, -0.56], [0.08, 5.41, -0.05], [5.77, 12.41, -1.49], [5.84, 11.55, 0.07], [4.28, 12.19, -0.54], [3.68, 9.79, -0.12], [5.39, 9.36, 0.06], [5.31, 7.85, -1.82], [3.74, 8.44, -2.36], [2.89, 7.60, -0.33], [4.36, 5.38, -1.41], [3.10, 6.20, -2.35], [2.71, 4.96, 0.39], [2.10, 4.34, -1.19], [0.30, 4.89, 0.89], [-0.26, 4.68, -0.78], [-0.63, 6.21, 0.15], [0.97, -4.58, 5.66], [0.55, -3.14, 5.42], [-0.11, -2.99, 4.05], [0.08, -1.68, 3.59], [-0.52, -1.40, 2.33], [-0.39, -2.83, 6.50], [0.11, -5.25, 5.49], [1.30, -4.75, 6.68], [1.65, -4.98, 4.90], [1.43, -2.49, 5.45], [-1.17, -3.26, 4.11], [0.28, -3.69, 3.28], [0.16, -0.68, 1.88], [-1.52, -0.98, 2.50], [-0.64, -2.24, 1.65], [-0.88, -1.95, 6.37], [-1.13, -3.53, 6.56]],
  "lowdin_charge": [0.15, -0.37, 0.23, -0.89, 0.21, -0.37, 0.16, 0.22, -0.39, 0.15, -0.37, 0.20, 0.14, -0.15, -0.14, 0.08, 0.07, 0.07, 0.02, -0.18, -0.11, 0.08, 0.06, 0.08, 0.07, -0.14, -0.18, -0.24, -0.21, -0.03, -0.21, -0.22, -0.19, -0.13, 0.08, 0.09, 0.08, 0.13, 0.11, 0.11, 0.12, 0.10, 0.09, 0.10, 0.13, 0.13, 0.08, 0.08, 0.09, -0.10, -0.18, -0.25, -0.22, -0.06, -0.21, -0.22, -0.18, -0.13, 0.07, 0.09, 0.09, 0.12, 0.11, 0.10, 0.11, 0.11, 0.11, 0.12, 0.12, 0.12, 0.09, 0.09, 0.08, -0.11, -0.18, -0.22, -0.24, -0.05, -0.22, -0.23, -0.20, -0.07, 0.09, 0.07, 0.09, 0.11, 0.12, 0.10, 0.13, 0.11, 0.12, 0.11, 0.11, 0.12, 0.09, 0.10, 0.08, -0.12, -0.21, -0.23, -0.21, -0.07, -0.19, -0.24, -0.17, -0.11, 0.09, 0.08, 0.09, 0.13, 0.13, 0.13, 0.11, 0.10, 0.12, 0.12, 0.11, 0.11, 0.09, 0.08, 0.09, -0.12, -0.20, -0.24, -0.21, -0.06, -0.23, -0.23, -0.21, -0.09, 0.08, 0.08, 0.09, 0.13, 0.12, 0.12, 0.12, 0.10, 0.12, 0.12, 0.13, 0.12, 0.08, 0.08, 0.08, -0.08, -0.43, -0.22, -0.18, -0.08, 0.04, 0.08, 0.07, 0.08, 0.10, 0.11, 0.13, 0.07, 0.09, 0.09, 0.07, 0.06],
  "energy_ha": -3513.9410,
  "multiplicity": 1,
  "homo_ha": -0.247,
  "gap_ev": 8.76,
  "e_above_lowest_kcal_mol": 0.0,
  "charge": -1
}

=====

# 6
{
  "formula": "C4H4N2",
  "method": "wB97M-V/def2-TZVPD",
  "elements": ["C", "C", "C", "C", "H", "H", "H", "H", "N", "N"],
  "coordinates": [[-0.90, -0.31, 0.01], [-0.04, 0.91, 0.07], [1.15, 0.43, -0.14], [1.06, -0.98, 0.02], [-2.66, 0.55, -0.09], [-0.27, 1.87, 0.41], [2.08, 0.94, 0.03], [2.02, -1.48, -0.32], [-2.23, -0.31, -0.10], [-0.20, -1.61, 0.12]],
  "nbo_charge": [0.33, -0.20, -0.28, 0.07, 0.33, 0.23, 0.22, 0.20, -0.52, -0.38],
  "energy_ha": -264.2189,
  "multiplicity": 1,
  "homo_ha": -0.369,
  "smiles": "[H]/N=C1\\C=CC=N1",
  "gap_ev": 8.89,
  "e_above_lowest_kcal_mol": 67.5
}